# 1
95
Properties=species:S:1:pos:R:3:forces:R:3:mulliken_charge:R:1 method="wB97M-V/def2-TZVPD" charge=+1 fmax_ha_per_bohr=0.199 relative_energy_kcal_mol=311.0 e_lumo_ev=-3.7 homo_lumo_gap_ev=6.99 energy_ha=-2575.212725
C 1.64753 -1.60610 2.91881 -1.076 1.793 -1.085 -0.7906
C 0.93919 -0.57434 2.06760 0.938 -2.032 1.562 -0.4795
C -0.59077 -0.90305 1.60872 1.156 0.396 -0.318 -0.3388
O -0.67074 -2.32464 1.33486 -2.459 1.149 -0.245 -0.0164
C -2.07413 -2.68440 1.11458 0.749 -1.448 -0.462 -0.6688
C -2.55754 -1.97165 -0.33250 -0.135 -2.811 1.094 -0.4217
C -1.64930 -2.65173 -1.44410 0.458 -1.659 -1.802 -0.3991
C -1.60100 -2.07338 -2.96589 5.824 4.053 -4.587 0.3468
O -0.46784 -1.49436 -3.45417 -8.462 -4.376 3.739 -0.4450
F -2.71401 -2.16207 -3.98040 3.060 -0.232 3.803 -0.2600
P -4.36076 -2.70855 -0.48173 -3.767 -4.732 0.741 1.1859
O -4.49960 -4.15668 0.12808 1.595 5.122 -1.950 -0.7581
O -4.94433 -2.79774 -2.11565 1.874 0.476 2.836 -0.4983
O -5.48940 -1.69085 0.43796 3.342 -0.561 -1.257 -0.5561
N -2.55351 -0.51192 -0.01982 -0.036 0.543 0.955 0.5404
C -3.40843 0.40158 -0.85375 -3.577 4.062 -1.828 -0.0930
O -3.77907 -0.01543 -2.19904 0.647 -0.305 1.732 -0.1164
C -5.09569 0.46371 -2.62784 -1.299 0.528 -1.645 -0.3677
C -5.33543 2.08300 -2.47648 -1.285 -0.744 0.762 -0.8373
C -1.18985 0.09587 0.40399 2.317 1.171 2.623 1.1323
C -1.52145 1.46388 1.31054 -0.642 0.615 0.283 -0.8019
C -1.24706 2.89739 0.61353 2.212 0.552 0.458 -0.9665
N -1.95486 3.95186 1.43648 0.839 0.487 0.105 0.3312
C -2.66863 4.98363 0.60151 -0.733 0.578 -1.523 -0.1598
C -1.71370 6.13348 -0.07165 0.152 0.804 0.608 -0.8996
C -1.09409 4.53975 2.52595 4.526 2.690 1.386 0.2951
C -1.66835 4.43374 4.09371 0.967 -0.417 -0.633 -0.8606
O 0.10369 5.11318 2.38933 -7.032 -3.766 0.005 -0.5340
C -0.15286 0.30814 -0.82016 -0.058 -1.854 -1.179 -1.1067
O 1.02775 1.14573 -0.60140 -1.126 -1.093 -1.805 -0.0731
C 1.80517 0.99034 -1.87573 0.780 0.151 -1.391 -0.2010
C 3.14417 1.93086 -1.94093 -0.547 -1.135 -0.731 -0.3967
O 4.31185 0.99827 -1.86019 -0.696 3.110 -0.190 -0.3289
C 5.50636 1.86634 -1.89631 0.559 -0.194 0.806 -0.4496
C 6.13251 1.86451 -0.34626 -0.839 -0.173 -1.687 -0.4768
O 6.06211 0.45296 0.10607 -0.964 2.102 1.067 -0.3466
C 5.16514 0.32770 1.27460 0.578 -0.494 0.876 0.1240
C 5.05772 -1.26112 1.66050 0.063 0.956 -0.456 -0.7955
H 1.73512 -1.33473 4.07667 1.494 -0.096 -2.888 0.1816
H 2.12388 -2.60032 2.48347 -2.363 1.574 1.464 -0.0513
H 1.54523 0.41078 1.84978 -2.302 -1.247 1.383 0.2049
H -1.27757 -0.69527 2.56415 1.359 -0.297 -1.853 0.5733
H -2.79626 -2.38512 2.00220 1.428 -0.313 -1.617 0.2626
H -2.08693 -3.87538 1.03139 -0.229 2.831 0.005 0.3627
H -2.04393 -3.77743 -1.55880 0.587 2.422 0.378 0.7849
H -0.49333 -2.81681 -1.17717 -2.720 0.893 -0.333 -0.0402
H -4.43081 -3.49248 -2.63056 -0.791 1.030 1.044 0.3675
H -5.04405 -1.38881 1.29318 -0.936 -0.840 -1.471 0.3860
H -3.04976 -0.50344 0.93431 0.830 0.162 -1.600 0.8948
H -4.44374 0.59955 -0.28783 2.364 -0.716 -0.821 0.3013
H -2.97117 1.49709 -1.01688 -0.169 -2.634 1.007 -0.2175
H -5.94548 -0.16266 -2.10977 1.673 1.339 -0.764 0.2675
H -5.17709 0.23384 -3.79626 0.577 0.205 2.732 0.3337
H -6.21332 2.35879 -3.23678 2.195 -0.469 1.591 0.3791
H -5.81877 2.24288 -1.39768 1.300 0.071 -2.261 0.2455
H -4.37284 2.73896 -2.63974 -2.015 -1.400 0.213 0.2065
H -2.65977 1.48765 1.67384 2.201 -0.260 -0.885 0.0145
H -0.90830 1.47316 2.33634 -1.142 -0.330 -2.450 0.3291
H -1.48766 2.99822 -0.52377 0.166 -0.325 2.163 0.5241
H -0.07862 3.11967 0.71625 -2.439 -0.679 -0.531 0.2657
H -3.19033 4.39177 -0.29080 1.029 1.101 2.040 0.0161
H -3.54593 5.50719 1.18850 1.896 -1.181 -0.924 0.3685
H -1.87090 7.11986 0.58126 0.422 -2.019 -1.718 0.2747
H -1.97532 6.33266 -1.19938 0.325 -0.322 2.337 0.3115
H -0.56937 5.89454 -0.00501 -2.270 0.193 -0.065 0.2703
H -2.69566 4.97713 4.22361 1.944 -1.190 -0.324 0.2793
H -0.83928 4.87896 4.82590 -1.951 -0.830 -1.867 0.3110
H -1.74569 3.27401 4.33575 -0.156 2.446 -0.534 0.1977
H -0.76188 0.64640 -1.78298 1.227 -0.487 1.888 0.5172
H 0.30967 -0.76406 -1.07636 -1.319 2.101 0.480 0.1285
H 2.15159 -0.13029 -2.05589 -0.701 2.231 0.720 0.2526
H 1.13070 1.25533 -2.82636 1.141 -0.420 2.264 0.2129
H 3.17796 2.40845 -3.03141 -0.196 -0.740 2.422 0.3293
H 3.16534 2.75797 -1.10962 -0.090 -1.610 -1.505 0.2893
H 6.28858 1.41172 -2.65117 -1.654 0.916 1.523 0.2933
H 5.16393 2.94913 -2.22002 1.114 -2.084 0.565 0.3269
H 7.23440 2.25044 -0.43844 -2.076 -0.767 0.629 0.3397
H 5.42981 2.54860 0.29963 1.629 -1.244 -1.029 0.2633
H 4.10001 0.78889 1.06020 2.052 -0.875 0.296 -0.0848
H 5.68364 0.90073 2.18290 -1.281 -1.071 -1.815 0.2715
H 6.14874 -1.67930 1.79101 -2.273 0.727 -0.333 0.3613
H 4.47682 -1.35590 2.67815 1.085 0.081 -2.079 0.2417
H 4.48743 -1.79677 0.77432 1.231 0.889 1.970 0.1341
F 3.89719 -4.24071 2.34182 0.004 0.127 0.237 -0.3266
C 3.54474 -4.84701 1.20042 -0.221 -0.578 -1.010 0.3428
C 2.27985 -4.62193 0.66840 0.013 0.063 0.038 0.0815
C 1.91432 -5.24898 -0.52273 0.547 -0.154 0.106 -0.3226
C 2.81486 -6.10357 -1.16341 -0.098 0.053 -0.009 -0.6273
C 4.08033 -6.32702 -0.61881 -0.328 0.258 0.143 -0.4157
C 4.44951 -5.69114 0.56626 0.012 0.040 0.069 -0.4442
H 1.59070 -3.96145 1.18442 0.010 -0.116 -0.079 0.1473
H 0.93057 -5.07350 -0.95098 0.125 -0.056 0.084 0.3825
H 2.52771 -6.59592 -2.09007 0.070 0.092 0.188 0.3798
H 4.77803 -6.99578 -1.11708 -0.117 0.155 0.121 0.3782
H 5.43233 -5.84652 0.99876 -0.117 0.035 -0.003 0.4305


# 2
84
Properties=species:S:1:pos:R:3:forces:R:3:mulliken_charge:R:1 method="wB97M-V/def2-TZVPD" charge=+1 fmax_ha_per_bohr=0.108 e_lumo_ev="-4.6 / -4.6" homo_lumo_gap_ev="3.23 / 3.22" energy_ha=-2295.826249
Tl 1.99305 1.57563 -0.03873 -2.637 -4.495 1.928 0.3606
C 1.77173 -2.16129 -0.79535 1.405 0.924 0.987 0.5164
C 2.64861 -1.44372 0.05486 -0.820 -0.437 -1.652 0.1245
C 0.94252 -2.23303 1.35331 1.364 0.525 -0.336 0.7608
C 0.77032 -2.73336 0.02694 -0.467 0.614 0.522 0.3722
C 2.12592 -1.46104 1.37709 -1.535 -0.772 0.081 0.4904
C 1.93750 -2.34270 -2.25537 0.084 -0.318 -0.325 -1.6297
H 2.36636 -1.44539 -2.72499 -0.049 -0.207 0.005 0.2492
H 0.96754 -2.54802 -2.72765 0.238 0.020 -0.068 0.2739
H 2.60482 -3.19299 -2.47265 -0.143 0.236 -0.194 0.2922
C -0.27294 -3.67339 -0.40459 0.499 -0.222 -0.093 -1.0553
H -0.11160 -4.00299 -1.43232 -0.061 -0.036 0.017 0.4169
H -1.27198 -3.22178 -0.35078 -0.474 0.275 0.062 -0.1268
H -0.28789 -4.56377 0.23631 -0.211 0.095 -0.032 0.3568
C 0.09637 -2.54617 2.51699 -0.483 -0.398 0.402 -0.8343
H 0.38659 -3.49644 2.98888 -0.138 0.123 0.038 0.3280
H -0.95624 -2.62202 2.21851 0.151 0.006 0.148 -0.2390
H 0.15820 -1.76669 3.28020 -0.024 -0.051 0.022 0.2466
C 2.73511 -0.81337 2.56299 0.151 -0.086 0.457 -0.9808
H 3.53537 -1.44958 2.97611 -0.125 0.257 0.031 0.2893
H 1.99094 -0.65839 3.35720 0.251 -0.028 -0.174 0.2285
H 3.18419 0.16547 2.33372 -0.025 -0.160 0.057 0.0325
C 3.90726 -0.79610 -0.38908 0.747 -0.017 -0.170 -1.4100
H 4.68525 -1.53839 -0.62927 -0.054 0.200 0.033 0.4607
H 4.34257 -0.13632 0.37360 -0.034 -0.116 0.016 0.2893
H 3.78910 -0.19606 -1.30682 0.003 -0.083 -0.064 0.2974
C 1.26531 3.37429 -1.66652 1.718 -0.039 -2.962 -0.4361
C 2.27836 2.56059 -2.17376 -1.493 3.465 -1.505 0.0165
C 3.72594 3.01914 -2.17107 0.527 -0.560 -0.293 -0.8640
C 4.53533 3.13059 -0.82935 0.314 -0.483 -0.234 -1.0666
C 3.84545 2.94089 0.50212 0.005 3.457 1.186 -0.0441
C 2.80928 3.75762 0.93895 3.266 0.500 -0.453 -0.6727
C 2.38238 4.95216 0.13808 -0.881 0.569 -0.005 -0.8613
C 1.53350 4.75630 -1.16082 -0.509 0.566 0.727 -0.9544
H 3.84862 3.99712 -2.68423 -0.504 -0.544 0.138 0.3669
H 5.02281 4.12145 -0.87219 -0.132 -0.372 0.412 0.4410
H 4.26208 2.27369 -2.78521 -0.135 0.501 0.176 0.3691
H 2.04496 5.36669 -1.93115 -0.416 -0.495 0.002 0.3285
H 0.21980 3.18828 -1.94099 0.389 -0.427 0.368 0.2896
H 2.02510 1.84754 -2.96832 -0.090 -0.376 0.915 0.5647
H 0.54491 5.21802 -0.97557 0.571 -0.105 -0.197 0.3907
H 1.75944 5.56866 0.80633 0.405 -0.100 -0.243 0.4389
H 2.52670 3.77580 1.99140 -0.121 -0.533 -0.201 0.5166
H 3.24632 5.57507 -0.15801 -0.077 -0.444 0.414 0.3553
H 5.33418 2.37133 -0.87061 -0.234 0.434 -0.012 0.3339
H 4.41929 2.38909 1.24232 -0.489 -0.496 -0.057 0.8286
P -2.06143 -0.32672 -2.26269 -0.184 -0.199 -0.391 0.7809
C -2.68836 -1.79742 -3.16734 0.144 0.047 0.122 -1.1999
H -3.20456 -1.47338 -4.08088 0.110 -0.219 0.176 0.4484
H -3.35989 -2.37175 -2.51159 0.144 0.180 -0.351 0.3249
H -1.82455 -2.43289 -3.42555 -0.351 0.190 0.068 0.2842
C -3.35999 0.95630 -2.44445 -0.035 0.061 0.293 -1.1812
H -3.85033 0.85292 -3.41876 0.028 0.126 0.157 0.3812
H -2.87492 1.94159 -2.37475 -0.198 -0.232 -0.068 0.3077
H -4.08536 0.86460 -1.61994 0.216 0.064 -0.535 0.3863
C -0.84775 0.33828 -3.50612 0.531 -0.131 0.248 -0.9396
H -0.49917 1.34243 -3.21779 -0.216 -0.328 -0.022 0.0372
H -1.31902 0.39969 -4.49576 0.000 -0.025 0.203 0.4637
H 0.03409 -0.31848 -3.57125 -0.320 0.155 0.038 0.1866
P -1.49653 1.48024 2.31094 0.968 0.243 -0.308 0.7224
C -0.15488 1.74043 3.56386 -0.107 -0.163 0.007 -1.0821
H -0.37373 2.62756 4.17267 0.093 -0.224 0.033 0.4129
H 0.81302 1.88242 3.05461 -0.309 -0.099 0.157 0.0134
H -0.08022 0.84877 4.20498 0.067 0.331 -0.145 0.3783
C -1.73697 3.26164 1.86148 -0.328 -0.128 -0.123 -1.1855
H -0.76538 3.76011 1.71914 -0.255 -0.158 0.080 0.2014
H -2.31182 3.77160 2.64949 0.236 0.074 -0.299 0.3878
H -2.28646 3.29798 0.91015 0.044 0.215 0.295 0.3083
C -2.92496 1.18345 3.39589 -0.016 0.074 0.041 -1.3241
H -3.01254 1.98658 4.13473 -0.185 -0.186 0.008 0.4342
H -2.78455 0.21868 3.89236 -0.091 0.122 0.006 0.3586
H -3.82234 1.12226 2.77188 0.014 0.062 0.214 0.3913
Te -2.94951 -1.07841 0.30783 0.055 -0.857 0.819 0.4391
C -4.09263 -2.87065 0.67322 -0.603 0.074 -0.288 0.2308
C -3.54267 -3.98773 1.34038 -0.345 0.124 -0.447 0.1486
C -4.28678 -5.16991 1.45489 -0.107 0.448 -0.024 -0.6752
C -5.59540 -5.22738 0.95960 -0.085 0.503 -0.240 -0.3924
C -6.18143 -4.10176 0.35277 0.372 0.466 0.069 -0.5205
C -5.43701 -2.91062 0.21368 0.457 -0.625 0.169 -0.6825
H -2.53400 -3.91925 1.74628 -0.220 -0.166 -0.180 0.2331
H -3.84997 -6.04705 1.93240 -0.101 0.263 -0.074 0.3940
H -6.17941 -6.14357 1.04476 0.211 0.198 0.001 0.3684
H -7.21532 -4.13520 -0.01957 0.547 -0.054 0.241 0.3528
H -5.85933 -2.00762 -0.25010 0.096 -0.598 0.174 0.3553